[1]
{
  "formula": "C30H25AsCuF6N5O10",
  "method": "wB97M-V/def2-TZVPD",
  "gap_ev": [3.8, 7.3],
  "molar_mass_g_mol": 868.0,
  "total_energy_ev": -181213.658,
  "total_charge": -1,
  "homo_energy_ev": [-2.528, -6.047],
  "s2": 0.76,
  "lumo_ev": [1.3, 1.3],
  "multiplicity": 2,
  "max_force_ev_per_a": 5.2,
  "species": ["Cu", "As", "F", "F", "F", "F", "F", "F", "C", "C", "C", "C", "C", "C", "N", "O", "O", "H", "H", "H", "H", "H", "C", "C", "C", "C", "C", "C", "N", "O", "O", "H", "H", "H", "H", "H", "C", "C", "C", "C", "C", "C", "N", "O", "O", "H", "H", "H", "H", "H", "C", "C", "C", "C", "C", "C", "N", "O", "O", "H", "H", "H", "H", "H", "C", "C", "C", "C", "C", "C", "N", "O", "O", "H", "H", "H", "H", "H"],
  "coordinates": [[1.042735, 1.040550, 0.968335], [2.651235, 3.273430, 3.499225], [3.040625, 3.663640, 5.185815], [3.457455, 1.647340, 3.530185], [2.225905, 2.890630, 1.807485], [1.810625, 4.882060, 3.267575], [4.186965, 3.960070, 2.896545], [1.118605, 2.526730, 4.160335], [-4.714905, 4.359830, -0.664585], [-3.749135, 5.363660, -0.703035], [-2.524435, 5.298590, -0.065715], [-2.311495, 4.188020, 0.739385], [-3.231975, 3.113260, 0.749605], [-4.382315, 3.187520, 0.002085], [-0.999485, 4.063420, 1.449035], [-0.289915, 5.039180, 1.608275], [-0.621825, 2.952230, 1.700145], [-5.586475, 4.467440, -1.293235], [-3.932135, 6.307580, -1.194905], [-1.729535, 6.023460, -0.161085], [-3.016035, 2.248960, 1.360135], [-5.150075, 2.428780, 0.037505], [-1.269935, -3.098280, -4.220835], [-1.440685, -1.844700, -3.554035], [-0.495905, -1.383500, -2.674105], [0.627025, -2.116360, -2.297065], [0.769065, -3.353400, -2.923085], [-0.182055, -3.866580, -3.846405], [1.607805, -1.600360, -1.315275], [2.721725, -2.035170, -1.164505], [1.210915, -0.563260, -0.771925], [-1.932575, -3.309700, -5.047045], [-2.211815, -1.174860, -3.904845], [-0.726895, -0.408760, -2.270455], [1.618535, -3.969090, -2.666685], [0.071995, -4.826210, -4.271815], [-2.615965, -4.799010, 1.643865], [-2.637465, -4.302340, 0.348935], [-2.239215, -3.016700, 0.099565], [-1.765315, -2.233710, 1.202615], [-1.702645, -2.776530, 2.462875], [-2.115955, -4.110110, 2.717825], [-1.504135, -0.783450, 1.016825], [-1.912205, -0.268590, -0.058185], [-0.900445, -0.207190, 1.932015], [-2.959625, -5.798830, 1.864455], [-2.926765, -4.873260, -0.520985], [-2.130215, -2.561790, -0.873865], [-1.187155, -2.242950, 3.247705], [-2.060855, -4.551280, 3.702065], [-2.411445, 2.302900, -4.735645], [-1.185065, 2.065350, -5.314465], [-0.073295, 2.213600, -4.469625], [-0.251475, 2.456620, -3.114965], [-1.528985, 2.590510, -2.578165], [-2.605875, 2.532980, -3.385925], [0.963335, 2.622450, -2.254565], [2.036535, 2.871150, -2.841385], [0.838715, 2.503610, -1.049495], [-3.305975, 2.293830, -5.340735], [-1.108245, 1.792050, -6.356475], [0.890555, 2.029970, -4.920945], [-1.756525, 2.665300, -1.525055], [-3.580415, 2.638750, -2.932635], [6.170915, -3.438520, 4.022015], [6.089295, -3.632320, 2.677075], [4.872165, -3.320110, 2.100425], [3.848965, -2.602470, 2.789575], [3.995905, -2.291050, 4.140195], [5.122625, -2.817720, 4.744285], [2.589085, -2.249220, 2.011945], [2.200395, -1.075940, 2.077675], [2.073505, -3.095100, 1.295865], [7.006015, -3.807300, 4.599085], [6.859065, -4.066100, 2.056035], [4.726045, -3.541210, 1.053445], [3.228145, -1.790070, 4.711125], [5.292365, -2.702320, 5.804605]],
  "atomic_forces_ev_per_a": [[-0.6, -0.2, 0.6], [-0.6, 0.2, 0.5], [0.1, -0.3, -1.4], [-0.8, 1.6, 0.3], [-0.2, -0.3, 0.4], [1.3, -2.1, 0.6], [-1.3, -0.4, 0.7], [1.8, 0.8, -1.2], [1.5, 0.3, -0.5], [-0.3, 1.0, -0.3], [0.1, -1.0, 0.9], [-0.4, -0.6, -0.4], [1.3, 0.5, 0.7], [-1.2, 0.5, 0.2], [0.9, 0.4, -0.8], [-1.2, 0.5, -0.3], [-0.5, -1.3, 0.3], [-0.3, -0.1, 0.3], [-0.3, -0.1, -0.5], [-0.2, 0.3, 0.1], [0.2, -0.2, -0.1], [0.3, -0.5, 0.1], [0.2, 1.5, 1.0], [0.7, -1.5, -1.7], [-0.3, 1.3, 1.0], [-0.6, -1.5, -1.2], [-0.1, -0.3, 0.4], [1.0, 0.7, 0.6], [-0.7, 2.2, -0.1], [-0.3, -0.9, -0.4], [0.2, -0.6, -0.1], [-0.1, -0.5, 0.1], [-0.2, 0.0, 0.3], [0.4, 0.0, 0.4], [0.1, 0.0, 0.0], [-0.3, -0.1, -0.2], [-0.4, -1.7, 0.5], [0.1, 0.5, -0.6], [1.0, 1.3, 1.2], [-0.6, 1.9, -1.4], [0.7, -1.3, 1.5], [0.3, 2.1, -1.1], [-1.3, -5.0, -0.5], [0.0, 1.1, -1.1], [1.8, 2.1, 1.2], [-0.1, -0.3, -0.3], [-0.2, -0.5, 0.2], [-0.4, -0.2, -0.1], [-0.3, 0.4, 0.0], [0.0, 0.1, 0.0], [-1.4, -0.1, -0.8], [0.3, 0.5, 1.4], [0.0, -0.7, -0.7], [0.3, 0.3, -0.2], [1.1, -0.2, 1.6], [-0.4, -0.1, -0.8], [1.2, 0.1, -0.9], [-1.9, -0.5, 1.1], [-0.1, 0.1, -0.6], [-0.1, -0.2, -0.3], [0.2, 0.1, 0.0], [0.3, 0.2, 0.4], [0.7, 0.1, 0.3], [-0.1, 0.0, -0.3], [-0.5, 0.4, 1.8], [-1.0, -0.1, -0.5], [-1.5, 1.3, -0.5], [0.6, -1.0, -0.7], [-0.3, -0.6, -0.7], [1.3, -0.1, -0.2], [0.0, 1.3, -0.5], [0.8, -1.6, 0.4], [0.7, 0.2, 0.9], [0.2, 0.1, 0.0], [0.1, -0.1, 0.2], [-0.2, 0.1, -0.1], [0.0, 0.2, -0.1], [-0.2, 0.1, 0.1]]
}

[2]
{
  "formula": "C30H25BF4MnN5O10",
  "method": "wB97M-V/def2-TZVPD",
  "gap_ev": [7.1, 6.9],
  "molar_mass_g_mol": 757.3,
  "de_lowest_kj_mol": 0.0,
  "total_energy_ev": -102294.266,
  "total_charge": 1,
  "homo_energy_ev": [-11.510, -11.510],
  "s2": 8.75,
  "lumo_ev": [-4.4, -4.6],
  "multiplicity": 6,
  "max_force_ev_per_a": 1.8,
  "species": ["Mn", "B", "F", "F", "F", "F", "C", "C", "C", "C", "C", "C", "N", "O", "O", "H", "H", "H", "H", "H", "C", "C", "C", "C", "C", "C", "N", "O", "O", "H", "H", "H", "H", "H", "C", "C", "C", "C", "C", "C", "N", "O", "O", "H", "H", "H", "H", "H", "C", "C", "C", "C", "C", "C", "N", "O", "O", "H", "H", "H", "H", "H", "C", "C", "C", "C", "C", "C", "N", "O", "O", "H", "H", "H", "H", "H"],
  "coordinates": [[1.281277, 0.391096, -2.195964], [-0.649544, 0.581961, -0.604661], [-0.843431, 0.470328, -2.032019], [-1.636144, 0.103997, 0.183453], [0.559393, -0.184258, -0.357468], [-0.345702, 1.928006, -0.386473], [0.483639, -0.275049, -7.907306], [1.277139, -1.400629, -7.714785], [1.238962, -2.066851, -6.506241], [0.466399, -1.514000, -5.499193], [-0.349417, -0.409235, -5.643442], [-0.267108, 0.248222, -6.858424], [0.519927, -2.129202, -4.172345], [0.631336, -3.310316, -4.083081], [0.467115, -1.379633, -3.178303], [0.598977, 0.239488, -8.852059], [1.823994, -1.799355, -8.557782], [1.818217, -2.956906, -6.306995], [-1.061366, -0.086226, -4.898020], [-0.889394, 1.113099, -7.058832], [4.571039, -6.422031, -0.947247], [5.336645, -5.479890, -0.268997], [4.902490, -4.175347, -0.175334], [3.737207, -3.791814, -0.813636], [3.000928, -4.679419, -1.572442], [3.439830, -5.998493, -1.617036], [3.389937, -2.375984, -0.869266], [4.221628, -1.562867, -0.542074], [2.269268, -2.086157, -1.271675], [4.924179, -7.431435, -1.103435], [6.214890, -5.768147, 0.293311], [5.474431, -3.395097, 0.311353], [2.162603, -4.383389, -2.182015], [2.849868, -6.618636, -2.283039], [-3.400930, 1.924127, 3.565730], [-2.206933, 2.165914, 2.896650], [-1.335313, 3.117391, 3.393841], [-1.587024, 3.680243, 4.631642], [-2.681350, 3.298845, 5.395253], [-3.606932, 2.425434, 4.842855], [-0.577574, 4.535281, 5.287862], [-0.678267, 4.731632, 6.473890], [0.294033, 5.013696, 4.583864], [-4.075651, 1.176973, 3.162782], [-1.982207, 1.617716, 1.993436], [-0.434943, 3.331417, 2.838235], [-2.723886, 3.601974, 6.430365], [-4.462324, 2.128903, 5.435718], [3.680841, 3.372711, 3.267219], [2.495620, 3.040617, 2.618753], [2.515987, 2.587870, 1.309189], [3.731140, 2.438075, 0.672280], [4.918791, 2.823170, 1.265041], [4.892971, 3.216517, 2.593753], [3.769255, 1.946010, -0.684273], [4.626041, 2.298784, -1.430769], [2.887564, 1.118223, -1.005902], [3.737202, 3.744967, 4.280956], [1.570774, 3.157785, 3.162820], [1.547885, 2.294937, 0.920069], [5.878567, 2.772074, 0.770308], [5.794065, 3.591153, 3.061378], [-4.774781, -0.803349, 0.337960], [-5.843804, 0.055233, 0.078198], [-6.676186, 0.495045, 1.094235], [-6.558994, -0.097765, 2.336365], [-5.588648, -1.044276, 2.577118], [-4.672099, -1.385048, 1.590110], [-7.466692, 0.292766, 3.426322], [-7.200477, -0.092722, 4.541903], [-8.417724, 0.984769, 3.126714], [-4.170880, -1.071600, -0.519208], [-6.029523, 0.444353, -0.914552], [-7.488087, 1.159254, 0.834903], [-5.409462, -1.374022, 3.592785], [-3.909280, -2.110944, 1.835656]],
  "atomic_forces_ev_per_a": [[0.7, -1.1, 0.5], [-0.7, 0.6, 1.6], [0.0, 0.1, -0.1], [-0.1, 0.0, -0.6], [-0.1, 0.1, -0.2], [0.2, -0.3, -0.1], [1.0, 0.3, 0.4], [-0.6, -0.3, -0.4], [0.2, 0.1, 0.3], [-0.2, -0.1, 0.6], [0.3, 0.4, -0.5], [-0.7, 0.0, -0.8], [0.3, 0.1, -0.3], [0.0, -0.4, 0.2], [0.2, 0.2, -0.2], [-0.4, 0.1, 0.0], [0.2, 0.0, 0.1], [0.0, 0.0, -0.1], [0.2, 0.0, 0.3], [0.1, 0.0, 0.2], [0.3, 0.2, -0.6], [-0.2, -0.3, 0.8], [0.2, 0.7, 0.0], [0.0, -0.2, -0.5], [0.3, -0.4, 0.1], [-0.8, 0.4, -0.6], [0.1, 0.0, 0.2], [0.1, 0.2, 0.0], [-0.1, 0.3, -0.4], [0.0, -0.1, 0.3], [0.1, -0.1, -0.3], [0.1, -0.2, 0.2], [-0.1, 0.2, 0.2], [0.3, -0.5, 0.3], [0.3, -0.9, 0.3], [-0.6, 0.4, 0.0], [0.4, -0.2, -0.2], [-0.1, -0.5, 0.5], [0.3, -0.2, -0.1], [0.0, 0.4, 0.0], [-0.1, 0.3, -0.5], [0.0, 0.0, 0.3], [0.2, -0.2, -0.2], [-0.1, 0.2, 0.0], [0.0, 0.2, -0.1], [0.0, 0.3, 0.1], [-0.2, 0.2, -0.1], [-0.1, 0.0, -0.1], [0.6, -0.4, -0.4], [0.4, 0.4, 0.5], [-0.9, -0.6, 0.9], [-0.1, 0.3, 0.0], [0.6, -0.2, 0.6], [-0.3, 0.9, -0.2], [0.0, 0.0, 0.0], [0.2, 0.0, -0.3], [-0.8, 0.0, -0.5], [-0.4, 0.0, 0.0], [-0.1, 0.0, -0.2], [0.3, 0.0, -0.6], [-0.2, -0.1, -0.3], [0.1, -0.3, 0.0], [-1.0, -0.2, -0.6], [0.4, 0.5, 0.3], [-0.7, -0.5, -0.6], [0.2, 0.1, -0.2], [0.8, 0.3, 0.7], [-0.1, 0.1, 0.0], [-0.1, 0.2, -0.3], [0.0, -0.1, 0.3], [0.0, 0.0, 0.1], [0.4, -0.1, 0.3], [0.2, 0.0, 0.0], [0.0, 0.1, 0.4], [-0.4, -0.3, -0.1], [0.1, 0.1, -0.1]]
}

[3]
{
  "formula": "C30H25BiF10N4O7",
  "method": "wB97M-V/def2-TZVPD",
  "gap_ev": 6.2,
  "molar_mass_g_mol": 952.5,
  "de_lowest_kj_mol": 109.0,
  "total_energy_ev": -84824.546,
  "total_charge": -2,
  "homo_energy_ev": -1.900,
  "lumo_ev": 4.3,
  "max_force_ev_per_a": 0.5,
  "species": ["Bi", "O", "C", "C", "N", "C", "C", "O", "O", "C", "C", "O", "O", "H", "H", "H", "H", "H", "H", "H", "H", "H", "C", "N", "C", "C", "N", "C", "C", "F", "C", "F", "C", "F", "C", "F", "C", "F", "C", "C", "N", "C", "C", "F", "C", "F", "C", "F", "C", "F", "C", "F", "H", "H", "H", "H", "H", "H", "H", "H", "H", "H", "H", "O", "C", "O", "C", "C", "C", "C", "C", "C", "H", "H", "H", "H", "H"],
  "coordinates": [[0.451411, -0.378844, 0.888495], [1.432068, 1.722076, -0.538376], [0.740578, 2.835267, 0.029597], [1.056794, 2.985562, 1.505409], [0.590757, 1.835869, 2.280667], [-0.803264, 1.965904, 2.718177], [-1.257727, 0.669398, 3.400113], [-1.910071, 0.742164, 4.436306], [-0.902505, -0.425525, 2.807867], [1.523128, 1.469664, 3.336996], [2.745686, 0.758155, 2.739291], [3.834809, 0.887912, 3.280815], [2.520982, 0.047747, 1.676116], [2.346562, 1.698983, -0.220701], [-0.321556, 2.640373, -0.118207], [1.001863, 3.761092, -0.492100], [0.607983, 3.914174, 1.875488], [2.142490, 3.065271, 1.621269], [-1.444209, 2.129285, 1.841620], [-0.942850, 2.803369, 3.410390], [1.046106, 0.753401, 4.007890], [1.863361, 2.323556, 3.928709], [-2.088143, -0.292125, -2.585781], [-1.930849, -0.569822, -1.168579], [-3.111767, -0.164574, -0.392891], [-3.681769, 1.226991, -0.667970], [-2.809427, 2.339047, -0.349980], [-2.729174, 3.391447, -1.132357], [-2.129575, 4.598452, -0.612778], [-1.780327, 4.614901, 0.693999], [-1.919826, 5.753566, -1.318108], [-1.330231, 6.803967, -0.719956], [-2.335028, 5.873835, -2.634605], [-2.134297, 7.013528, -3.339325], [-2.970739, 4.780687, -3.188147], [-3.398699, 4.861716, -4.458546], [-3.165737, 3.610667, -2.487344], [-3.804390, 2.622740, -3.176165], [-1.685393, -1.988813, -0.915998], [-0.347321, -2.541818, -1.452360], [0.806086, -1.675717, -1.264830], [1.492801, -1.235372, -2.325367], [1.183137, -1.315569, -3.716264], [0.058240, -1.939020, -4.160194], [1.972324, -0.786806, -4.720679], [1.558281, -0.888241, -5.994478], [3.165468, -0.155328, -4.453403], [3.926632, 0.369448, -5.435485], [3.552419, -0.096036, -3.126721], [4.727542, 0.471070, -2.810779], [2.765632, -0.623152, -2.134779], [3.261159, -0.584700, -0.885080], [-3.015132, -0.736482, -2.990493], [-2.114573, 0.782765, -2.757167], [-1.245078, -0.704980, -3.138137], [-3.939784, -0.868939, -0.597940], [-2.868300, -0.257685, 0.667756], [-4.089107, 1.239814, -1.680443], [-4.547321, 1.295575, 0.008782], [-1.759272, -2.147275, 0.161208], [-2.479723, -2.608723, -1.367588], [-0.165089, -3.488107, -0.923818], [-0.488965, -2.799884, -2.498444], [-0.758201, -3.479408, 2.118892], [0.450710, -3.318280, 2.161859], [1.142295, -2.290720, 1.768830], [1.326018, -4.437681, 2.698409], [2.695860, -4.455377, 2.459948], [3.464820, -5.516982, 2.917505], [2.870774, -6.555377, 3.622200], [1.503363, -6.534446, 3.868982], [0.732973, -5.479462, 3.402947], [3.131550, -3.627084, 1.915606], [4.532421, -5.531559, 2.730947], [3.475056, -7.382342, 3.978936], [1.041856, -7.342094, 4.425592], [-0.336578, -5.435093, 3.564749]],
  "atomic_forces_ev_per_a": [[0.2, -0.4, 0.1], [0.1, -0.1, 0.0], [0.1, 0.2, 0.1], [-0.1, 0.0, -0.2], [-0.2, 0.0, 0.0], [0.0, 0.0, 0.1], [-0.2, -0.1, 0.2], [0.1, -0.1, -0.3], [0.1, 0.3, -0.1], [0.1, -0.1, -0.1], [0.2, 0.1, 0.1], [-0.2, -0.1, -0.2], [-0.1, 0.1, 0.0], [0.0, 0.0, 0.0], [-0.1, 0.0, -0.1], [0.0, 0.0, -0.1], [0.0, 0.0, 0.0], [0.0, 0.0, 0.0], [0.0, 0.1, 0.0], [0.0, 0.0, 0.0], [0.0, 0.0, 0.0], [0.0, 0.1, 0.0], [0.2, 0.0, 0.0], [-0.1, -0.1, 0.3], [0.1, 0.1, -0.1], [0.0, 0.2, 0.0], [0.2, -0.2, 0.1], [-0.1, 0.3, -0.2], [0.0, -0.3, -0.1], [0.2, -0.1, 0.2], [-0.1, -0.1, -0.1], [0.1, 0.2, 0.1], [-0.1, -0.1, 0.1], [0.0, 0.1, -0.1], [0.1, 0.1, 0.2], [-0.1, 0.0, -0.3], [0.0, -0.1, 0.2], [0.0, 0.0, -0.1], [0.2, 0.1, -0.1], [-0.1, 0.0, -0.2], [0.1, 0.2, 0.1], [0.0, -0.1, -0.3], [0.1, 0.0, 0.1], [0.1, 0.0, -0.4], [0.1, 0.0, 0.0], [-0.1, 0.0, -0.2], [-0.1, -0.1, 0.1], [0.0, 0.1, -0.1], [0.0, 0.0, 0.0], [0.1, 0.1, 0.0], [-0.1, -0.1, 0.1], [-0.1, 0.1, 0.2], [0.0, 0.0, 0.0], [-0.1, 0.0, 0.0], [-0.2, 0.1, 0.1], [0.0, -0.1, 0.0], [0.1, 0.0, 0.1], [0.0, 0.0, 0.1], [-0.1, -0.1, -0.1], [0.0, -0.1, 0.2], [-0.1, 0.0, 0.1], [-0.1, 0.1, 0.0], [0.0, -0.1, 0.2], [0.1, 0.2, -0.2], [0.2, 0.0, -0.1], [-0.4, -0.2, 0.0], [0.0, 0.0, 0.0], [-0.1, 0.0, 0.0], [0.0, 0.0, 0.0], [0.0, 0.0, 0.0], [0.0, 0.0, 0.0], [0.0, 0.0, 0.0], [0.0, 0.0, 0.0], [0.0, 0.0, 0.0], [0.0, 0.0, 0.0], [0.0, 0.0, 0.0], [0.0, 0.0, 0.0]]
}